(1)
ORCA calculation (ωB97M-V/def2-TZVPD) on a 2-piece molecular cluster, C7H12 overall.

## Properties
HOMO level, eV: -8.099
Largest force on an atom, Eh/bohr: 0.003
HOMO-LUMO gap, eV: 9.3023

```
19
Properties=species:S:1:pos:R:3:forces:R:3
C 2.503062 0.145867 0.452905 0.01 -0.07 0.04
C 1.402458 0.803433 -0.325777 -0.15 -0.02 -0.04
C 0.151565 0.346393 -0.441602 0.15 0.04 -0.02
C -0.925401 0.976493 -1.220406 -0.08 -0.06 0.00
C -2.020472 0.212322 -1.242786 0.08 0.08 0.01
C -1.829140 -1.076029 -0.480326 -0.03 -0.04 0.01
C -0.442478 -0.906352 0.186320 0.05 -0.05 0.04
H 3.377736 -0.041666 -0.182503 -0.12 0.04 0.09
H 2.841620 0.783623 1.279453 -0.05 -0.07 -0.11
H 2.185816 -0.811330 0.878343 0.04 0.15 -0.06
H 1.658263 1.731930 -0.837696 -0.06 -0.12 0.06
H -0.809341 1.935845 -1.716977 -0.03 -0.15 0.06
H -2.943427 0.452983 -1.762845 0.15 -0.02 0.07
H -2.627189 -1.245714 0.252144 0.12 0.03 -0.11
H -1.848695 -1.934128 -1.165746 0.00 0.12 0.09
H 0.197986 -1.783459 0.048001 -0.10 0.13 0.00
H -0.554670 -0.759946 1.268004 0.03 -0.02 -0.15
H -0.402262 1.668763 1.918135 0.01 0.02 0.06
H -0.549732 1.757893 2.642671 -0.01 0.00 -0.04
```
Positions in Å, forces in eV/Å.

=====

(2)
ORCA calculation (ωB97M-V/def2-TZVPD) on a 2-piece molecular cluster, C7H12 overall.

## Properties
HOMO level, eV: -8.388
Largest force on an atom, Eh/bohr: 0.005
HOMO-LUMO gap, eV: 9.4805

```
19
Properties=species:S:1:pos:R:3:forces:R:3
C -2.469099 0.533749 0.326419 0.00 0.07 0.02
C -0.994699 0.563525 0.063008 0.10 -0.24 0.08
C 0.017883 0.576952 0.946217 -0.02 -0.08 0.00
C 1.343387 0.584023 0.231282 -0.01 0.06 -0.01
C 2.273460 -0.579841 0.605853 0.02 -0.06 0.02
C 0.922944 0.562444 -1.214411 -0.12 0.08 -0.03
C -0.415627 0.539294 -1.297212 0.14 -0.04 0.00
H -2.692740 0.422324 1.391472 0.09 0.00 -0.15
H -2.956624 -0.285647 -0.219625 0.14 0.16 0.11
H -2.922455 1.470243 -0.013776 -0.05 -0.10 0.00
H -0.063197 0.565180 2.029065 -0.06 0.02 -0.15
H 1.859139 1.530601 0.450762 0.00 -0.05 -0.05
H 1.782925 -1.535782 0.393922 0.06 0.11 0.04
H 2.532558 -0.555362 1.670296 -0.08 0.02 -0.16
H 3.209059 -0.544342 0.034621 -0.19 0.04 0.07
H 1.627640 0.574243 -2.038877 -0.10 -0.08 0.08
H -1.005543 0.464943 -2.207193 0.10 0.13 0.13
H -1.261312 -2.726658 -0.623878 0.05 0.02 0.01
H -0.787692 -2.159898 -0.527936 -0.06 -0.06 -0.01
```
Positions in Å, forces in eV/Å.

=====

(3)
ORCA calculation (ωB97M-V/def2-TZVPD) on the molecule C7H12 at a distorted geometry.

## Properties
HOMO level, eV: -6.487
Largest force on an atom, Eh/bohr: 0.029
HOMO-LUMO gap, eV: 5.8625

```
19
Properties=species:S:1:pos:R:3:forces:R:3
C 2.067601 1.035895 -0.331518 -0.69 -1.00 -0.34
C 1.484798 -0.009603 0.628415 -1.04 -0.33 -0.05
C 0.090158 -0.447559 0.045585 0.94 0.11 0.38
C 0.059084 -1.672708 -0.666982 -0.28 0.50 0.11
C -1.050285 -0.170042 1.368281 -0.51 -0.01 -0.56
C -0.921695 0.559719 0.175611 -0.58 -0.14 -0.41
C -2.094530 0.662538 -0.730931 -0.16 -0.12 0.33
H 3.137172 1.132701 -0.173713 0.02 0.40 0.05
H 1.481403 1.948408 -0.243029 0.41 0.24 0.12
H 1.893500 0.661496 -1.346165 0.28 0.14 -0.02
H 2.068981 -0.922426 0.611401 0.40 0.13 0.61
H 1.321250 0.462178 1.596264 0.55 -0.32 0.26
H 0.178765 -2.571837 -0.073082 1.43 -0.01 -0.34
H -0.079630 -1.735006 -1.734746 -0.99 -0.14 0.03
H -1.911686 -0.845887 1.402231 -0.33 0.48 0.36
H -0.465147 -0.123888 2.272604 0.43 -0.19 -0.22
H -2.330656 1.712295 -0.925589 -0.01 -0.15 -0.27
H -1.967097 0.094488 -1.658658 0.22 0.24 -0.02
H -2.961977 0.229236 -0.215982 -0.08 0.17 -0.03
```
Positions in Å, forces in eV/Å.

=====

(4)
ORCA calculation (ωB97M-V/def2-TZVPD) on the molecule C7H12 at a distorted geometry.

## Properties
HOMO level, eV: -9.593
Largest force on an atom, Eh/bohr: 0.038
HOMO-LUMO gap, eV: 10.8247

```
19
Properties=species:S:1:pos:R:3:forces:R:3
C 2.342799 0.432482 -0.628026 0.10 0.01 -0.05
C 1.140486 -0.501779 -0.709200 0.06 -0.14 -0.12
C 0.242936 -0.332287 0.484070 0.30 -0.04 -0.11
C -0.474113 1.021905 0.619532 0.07 0.15 -0.13
C -1.780994 0.263520 0.880024 0.42 0.95 -0.01
C -2.132199 -0.464214 -0.381726 0.06 0.16 -0.09
C -1.095833 -1.054001 0.552327 0.16 -0.13 0.07
H 2.997566 0.304489 -1.493648 0.00 0.06 0.10
H 2.927669 0.235004 0.279005 -0.06 0.01 -0.16
H 2.029442 1.484471 -0.592283 0.02 -0.22 -0.03
H 0.551208 -0.284215 -1.610514 0.16 -0.09 0.05
H 1.457013 -1.547947 -0.768167 0.11 0.04 -0.13
H 0.777034 -0.536736 1.421550 0.08 0.03 -0.20
H -0.550091 1.654391 -0.271815 0.34 -0.12 -0.04
H -0.113564 1.641344 1.452304 -0.22 -0.22 -0.19
H -2.248202 0.820484 1.666152 -1.59 -1.08 0.47
H -3.016699 -1.094247 -0.502832 0.08 0.46 0.43
H -1.842450 0.036275 -1.305396 0.06 -0.24 0.00
H -1.212013 -2.078948 0.908648 -0.18 0.40 0.13
```
Positions in Å, forces in eV/Å.

=====

(5)
ORCA calculation (ωB97M-V/def2-TZVPD) on the molecule C7H12.

## Properties
HOMO level, eV: -9.782
Largest force on an atom, Eh/bohr: 0.004
HOMO-LUMO gap, eV: 10.9366

```
19
Properties=species:S:1:pos:R:3:forces:R:3
C 0.158468 -1.069663 -2.249030 0.01 -0.04 -0.02
C 0.031028 0.145254 -1.344407 -0.01 0.02 -0.14
C -1.070546 0.063775 -0.250412 -0.16 -0.01 0.02
C 0.005887 0.284939 0.812329 0.00 0.00 0.08
C -0.092908 1.178134 2.008045 -0.01 0.21 0.02
C 0.060930 -0.309532 2.183703 0.02 -0.19 0.03
C 1.115312 0.286953 -0.239467 0.16 0.02 0.02
H -0.720205 -1.179513 -2.895775 0.12 0.02 0.09
H 0.250199 -1.985519 -1.650998 -0.02 0.14 -0.07
H 1.045139 -0.999801 -2.890460 -0.12 0.00 0.09
H -0.058680 1.054633 -1.949386 0.01 -0.14 0.10
H -1.844703 0.837392 -0.302714 0.12 -0.11 0.01
H -1.558822 -0.917037 -0.195660 0.08 0.13 -0.02
H -1.059285 1.621937 2.235164 0.13 -0.08 -0.05
H 0.759212 1.810664 2.245339 -0.12 -0.11 -0.05
H -0.799710 -0.877256 2.528740 0.11 0.10 -0.06
H 1.018268 -0.686732 2.534852 -0.13 0.07 -0.06
H 1.791737 -0.574850 -0.180220 -0.11 0.11 -0.01
H 1.717708 1.201064 -0.284826 -0.09 -0.13 0.01
```
Positions in Å, forces in eV/Å.

=====

(6)
ORCA calculation (ωB97M-V/def2-TZVPD) on the molecule C7H12.

## Properties
HOMO level, eV: -8.319
Largest force on an atom, Eh/bohr: 0.010
HOMO-LUMO gap, eV: 8.8318

```
19
Properties=species:S:1:pos:R:3:forces:R:3
C 2.543234 -0.569392 -1.205634 0.03 -0.04 -0.04
C 1.479460 0.195910 -0.425621 0.01 0.05 0.05
C 0.143146 -0.540711 -0.318137 -0.03 -0.03 -0.02
C -0.759276 0.196512 0.656870 0.49 -0.10 0.18
C -1.884218 1.060823 0.122063 -0.10 0.13 0.01
C -2.264046 -0.227921 0.750406 -0.32 -0.09 0.07
C -0.436162 0.139602 2.045528 -0.33 0.19 -0.30
H 2.247280 -0.728047 -2.249299 0.02 0.02 0.14
H 2.722242 -1.552559 -0.754803 -0.04 0.13 -0.07
H 3.495022 -0.027245 -1.205641 -0.14 -0.08 -0.03
H 1.314998 1.183886 -0.877365 0.03 -0.12 0.06
H -0.329709 -0.634714 -1.306766 0.06 0.03 0.15
H 0.319206 -1.553026 0.065821 -0.02 0.13 -0.03
H -1.960284 1.134901 -0.960051 0.06 -0.04 0.16
H -2.118322 1.972387 0.665096 0.04 -0.17 -0.06
H -2.500385 -1.085323 0.126874 0.12 0.13 0.08
H -2.768820 -0.224020 1.712053 0.11 0.03 -0.14
H 1.833896 0.373096 0.598529 -0.03 -0.02 -0.15
H -1.077261 0.885841 2.560078 0.03 -0.14 -0.06
```
Positions in Å, forces in eV/Å.

=====

(7)
ORCA calculation (ωB97M-V/def2-TZVPD) on a 3-piece molecular cluster, C7H12 overall at a distorted geometry.

## Properties
HOMO level, eV: -8.782
Largest force on an atom, Eh/bohr: 0.074
HOMO-LUMO gap, eV: 9.0580

```
19
Properties=species:S:1:pos:R:3:forces:R:3
C -1.996120 0.711833 0.732577 1.85 0.42 1.30
C -1.873613 -0.020896 -0.605321 0.75 0.05 0.31
C -0.350109 -0.212125 -0.574561 0.11 -0.19 -0.34
C 0.502521 -0.904240 -1.651086 -0.07 -0.04 -0.10
C 1.805891 -0.747375 -0.967722 0.19 0.29 0.63
C 2.265540 -0.290938 0.061657 -0.30 -0.14 -0.38
C 2.347285 0.349557 1.349434 -2.34 0.80 0.79
H -2.472626 0.151409 1.525491 -0.34 0.25 0.02
H -0.558264 0.932547 1.553112 -3.06 -0.56 -1.93
H -2.237848 1.764341 0.659751 -0.35 -0.06 0.19
H -2.391201 -0.995137 -0.657451 0.11 0.45 0.34
H -2.182190 0.558999 -1.493299 0.06 0.03 0.58
H -0.156159 -0.736521 0.365625 0.07 0.04 -0.29
H 0.059173 0.794898 -0.447022 0.02 -0.28 -0.12
H 0.208316 -1.948423 -1.794070 0.14 0.10 -0.06
H 0.445506 -0.383697 -2.611828 0.11 -0.13 0.06
H 0.900385 0.780740 1.718389 3.52 -1.10 -0.98
H 2.927830 1.279299 1.345481 -0.27 -0.24 0.13
H 2.662944 -0.323848 2.155570 -0.20 0.32 -0.15
```
Positions in Å, forces in eV/Å.

=====

(8)
ORCA calculation (ωB97M-V/def2-TZVPD) on the molecule C7H12.

## Properties
HOMO level (alpha / beta), eV: -7.191 / -7.193
Largest force on an atom, Eh/bohr: 0.018
HOMO-LUMO gap (alpha / beta), eV: 7.4453 / 7.4488

```
19
Properties=species:S:1:pos:R:3:forces:R:3
C 0.769427 3.015984 -0.870072 -0.02 0.05 0.02
C 0.844802 1.525943 -1.185755 -0.04 -0.03 -0.06
C 0.700918 0.691950 0.086587 -0.15 -0.06 0.01
C 0.846069 -0.790960 -0.125189 -0.03 -0.22 -0.10
C 0.045601 -1.764197 0.478851 0.20 0.13 0.88
C -0.657151 -2.346613 1.374764 0.11 0.09 -0.20
C -1.994377 -2.967015 1.398714 -0.05 -0.07 0.05
H -0.184792 3.252439 -0.384264 0.15 0.02 -0.08
H 1.573777 3.298969 -0.179702 -0.13 0.00 -0.12
H 0.857095 3.635294 -1.768450 -0.01 -0.11 0.13
H 0.045299 1.234568 -1.877684 0.11 0.10 0.01
H 1.796170 1.293999 -1.687045 -0.18 0.00 0.14
H -0.259307 0.897610 0.567762 0.02 -0.03 -0.11
H 1.454526 1.037694 0.814377 0.06 -0.29 -0.08
H -0.160408 -1.887839 -0.679520 0.18 0.38 -0.43
H 1.642449 -1.128875 -0.786063 -0.16 0.00 0.02
H -2.640409 -2.261507 1.933304 -0.06 -0.11 -0.05
H -2.011472 -3.898908 1.973654 0.01 0.16 -0.11
H -2.428574 -3.143406 0.405598 -0.02 0.00 0.09
```
Positions in Å, forces in eV/Å.

=====

(9)
ORCA calculation (ωB97M-V/def2-TZVPD) on the molecule C7H12 at a distorted geometry.

## Properties
HOMO level, eV: -8.042
Largest force on an atom, Eh/bohr: 0.102
HOMO-LUMO gap, eV: 8.8274

```
19
Properties=species:S:1:pos:R:3:forces:R:3
C -0.791435 -2.221879 -0.162140 4.87 0.57 -0.66
C 0.206655 -1.256442 -0.416503 -4.87 -0.02 1.94
C 1.147990 -1.480008 -1.521621 1.91 0.01 -0.85
C 0.029880 0.133515 0.237335 -2.10 0.01 -1.62
C 1.226270 0.967409 0.291813 2.20 0.64 0.47
C -1.154665 0.701973 0.564320 1.01 0.41 1.38
C -1.291035 2.130170 1.191186 -0.02 -0.64 -1.41
H -1.649839 -2.054418 0.399501 -1.08 0.47 1.21
H -0.457095 -3.280373 -0.238990 -0.77 0.69 -0.86
H 1.700152 -0.643158 -2.001565 -0.93 0.18 0.64
H 0.573339 -1.945371 -2.302216 0.14 -0.34 -0.44
H 2.003147 -2.104961 -1.273542 -0.09 -0.58 0.23
H 2.023909 0.218701 0.040117 0.15 1.17 0.94
H 1.267741 1.396496 1.430428 0.61 -0.64 -3.17
H 1.320720 1.718927 -0.605858 -0.36 -0.86 2.11
H -2.011628 0.069674 0.601164 -0.80 -0.14 -0.25
H -1.934770 2.750373 0.587404 -0.71 -0.10 -0.74
H -0.363244 2.713953 1.029088 -0.29 -0.53 1.18
H -1.846091 2.185419 2.150079 1.13 -0.29 -0.09
```
Positions in Å, forces in eV/Å.

=====

(10)
ORCA calculation (ωB97M-V/def2-TZVPD) on the molecule C7H12 at a distorted geometry.

## Properties
HOMO level, eV: -8.806
Largest force on an atom, Eh/bohr: 0.108
HOMO-LUMO gap, eV: 9.8843

```
19
Properties=species:S:1:pos:R:3:forces:R:3
C 2.475457 1.293698 -0.798706 0.78 -0.97 1.09
C 1.765390 0.174572 -0.992879 0.50 1.24 -0.99
C 1.076741 -0.845810 -0.214993 1.48 1.05 0.46
C -0.202744 -0.692910 -0.035390 -2.44 2.18 0.03
C -1.151546 -1.781806 0.140963 1.21 -4.24 -0.54
C -0.946338 0.703934 -0.038042 0.11 -2.99 -2.43
C -1.456044 0.825962 1.352805 0.75 5.40 1.14
H 2.621030 1.932940 -1.668426 0.41 -0.08 0.34
H 3.050830 1.492098 0.166238 -1.32 0.10 -1.26
H 1.473931 -0.064444 -2.016160 0.16 0.71 -0.38
H 1.640859 -1.718830 -0.036265 0.10 -1.40 0.08
H -0.905237 -2.488213 -0.727452 -0.63 0.79 0.81
H -2.195572 -1.519683 -0.027484 0.06 -0.09 0.87
H -0.836086 -2.510060 0.984700 -1.30 1.39 -0.72
H -1.738958 0.756948 -0.844409 0.63 -0.41 0.82
H -0.197943 1.404401 -0.326276 0.20 1.01 0.22
H -2.228937 1.769462 1.370400 1.44 -2.61 0.36
H -0.487352 1.317879 1.794715 -1.95 -1.16 0.35
H -1.757482 -0.050137 1.916664 -0.20 0.09 -0.26
```
Positions in Å, forces in eV/Å.

=====

(11)
ORCA calculation (ωB97M-V/def2-TZVPD) on the molecule C7H12 at a distorted geometry.

## Properties
HOMO level, eV: -7.827
Largest force on an atom, Eh/bohr: 0.055
HOMO-LUMO gap, eV: 8.7363

```
19
Properties=species:S:1:pos:R:3:forces:R:3
C 1.056801 1.081386 1.637035 0.76 -0.30 0.80
C 1.038543 0.091478 0.756287 -0.76 -2.04 -1.61
C 1.819181 -1.244702 0.741649 1.25 1.55 -0.74
C -0.095135 -0.062378 -0.243157 -1.06 2.43 1.01
C 0.023375 -0.744925 -1.576497 1.11 -0.69 -0.07
C -1.197037 0.716344 -0.086300 -0.53 0.00 -1.02
C -2.479296 0.395323 -0.819971 0.99 0.58 -1.13
H 0.126286 1.512844 1.996437 0.40 0.81 -0.63
H 2.008526 1.301711 2.120745 -0.49 -0.25 0.59
H 2.821559 -1.297917 1.187621 -0.53 0.29 0.62
H 1.137463 -2.000365 1.130034 0.18 -0.02 0.07
H 2.053519 -1.452323 -0.295651 -0.23 -0.51 -0.18
H -0.284589 -0.163476 -2.434262 -1.11 0.56 0.21
H 1.084482 -0.752159 -1.869923 -0.08 -0.94 0.51
H -0.473969 -1.712358 -1.635133 0.43 -0.27 -0.16
H -1.225542 1.745154 0.280853 0.38 -0.67 1.17
H -2.597039 -0.679877 -0.895474 -0.52 -0.08 0.19
H -3.342027 0.943539 -0.447416 -0.03 -0.38 0.32
H -2.361395 0.746252 -1.860718 -0.16 -0.07 0.05
```
Positions in Å, forces in eV/Å.

=====

(12)
ORCA calculation (ωB97M-V/def2-TZVPD) on a 3-piece molecular cluster, C7H12 overall at a distorted geometry.

## Properties
HOMO level (alpha / beta), eV: -7.782 / -7.724
Largest force on an atom, Eh/bohr: 0.080
HOMO-LUMO gap (alpha / beta), eV: 7.5588 / 7.4897

```
19
Properties=species:S:1:pos:R:3:forces:R:3
C 1.667497 1.029634 -1.852109 -0.14 0.85 -0.21
C 1.480840 -1.172753 0.230670 -0.89 0.38 1.05
C 0.478100 -0.717983 1.141636 3.33 0.36 -2.43
C -0.224184 0.654937 1.316211 0.70 0.00 -0.03
C -1.678896 0.479030 0.839155 0.23 -0.65 0.33
C -2.013378 -0.338482 -0.411063 -0.34 -1.21 2.04
C -2.105792 -0.940383 0.755247 -0.75 1.18 -1.53
H 2.772554 0.953290 -2.041716 -1.13 -1.48 -0.05
H 1.646186 1.669725 -0.976390 -0.79 -0.43 0.43
H 1.237466 1.562403 -2.668899 -0.40 0.23 -0.59
H 1.293946 -2.111324 -0.340952 0.28 -0.29 1.68
H 2.523161 -0.859143 -0.047989 -1.73 1.25 -0.23
H 0.254864 -1.551965 1.784667 -1.77 -0.24 -0.27
H 0.121558 1.528176 0.756014 0.90 -0.50 -0.17
H -0.185164 1.000261 2.354518 -0.37 -0.27 0.09
H -2.379383 1.254141 1.186946 0.29 -0.24 -0.13
H -2.412490 -0.617709 -1.363443 0.30 0.76 -0.65
H -0.078345 -0.066557 -1.878757 2.43 0.96 0.19
H -2.561798 -1.749116 1.255440 -0.13 -0.68 0.49
```
Positions in Å, forces in eV/Å.

=====

These records have total energy values of -273.85564 -273.85689 -273.69251 -273.84011 -273.86261 -273.76225 -273.66919 -273.72950 -273.80430 -273.79515 -273.80873 -273.52186 hartree, in the order they appear.
These records have energy above the lowest of the compared OMol25 structures with the same formula, charge and spin values of 1.440 1.406 5.879 1.862 1.250 3.981 6.514 4.872 2.837 3.086 2.716 10.523 eV, in the order they appear.